(1)
An isolated molecule of C2H4Cl2Si in a non-equilibrium geometry. Source: the OMol25 dataset; level of theory: ωB97M-V/def2-TZVPD.

Each line ends with the natural charge from an NBO analysis.
Element x y z (Å)
Cl (2.95, 1.21, -0.09)  0.04
Cl (1.37, -1.92, -0.07)  0.08
Si (-1.43, -0.29, 0.12)  0.81
C (1.25, 0.91, 0.01)  -0.25
C (0.48, -0.51, -0.05)  -0.50
H (-1.66, -1.77, -0.47)  -0.13
H (0.56, 1.75, 0.08)  0.20
H (-1.45, 0.57, -1.02)  -0.14
H (-2.07, 0.05, 1.47)  -0.11

Computed properties:
HOMO = -8.4819 eV
E_LUMO = 0.05 eV
Energy = -1288.35803 a.u.
Gap between HOMO and LUMO = 8.5 eV
SMILES string = [SiH3]/C(Cl)=C/Cl


(2)
A structure of composition C24H36P2PbSi in a non-equilibrium geometry. Source: the OMol25 dataset; level of theory: ωB97M-V/def2-TZVPD.

Each line ends with the natural charge from an NBO analysis.
Element x y z (Å)
Pb (-0.09, -0.20, -0.77)  1.40
P (0.05, 1.56, 1.93)  0.92
P (3.59, 2.34, 0.36)  0.84
Si (3.44, -2.77, -4.12)  1.17
C (3.56, -0.71, -7.72)  -0.19
C (-3.11, 0.17, 0.63)  -0.29
C (-3.02, -0.29, -0.71)  -0.22
C (3.31, 3.91, 1.30)  -0.95
C (-0.16, 3.38, 1.81)  -0.94
C (1.64, -6.39, -5.03)  -0.21
C (1.40, -1.70, -1.75)  -0.88
C (1.24, -1.17, -7.19)  -0.21
C (-0.81, 1.33, 3.54)  -0.94
C (2.20, -0.59, -8.03)  -0.19
C (1.27, -6.85, -3.76)  -0.19
C (1.64, -1.86, -6.04)  -0.22
C (1.80, 1.41, 2.55)  -0.72
C (3.00, -1.95, -5.71)  -0.49
C (-2.12, -1.91, 0.67)  -0.33
C (3.97, -1.37, -6.56)  -0.18
C (2.87, 1.06, 1.51)  -0.71
C (-2.40, -1.59, -0.70)  -0.28
C (-2.55, -0.83, 1.47)  -0.07
C (2.40, -4.96, -2.74)  -0.22
C (2.37, -5.20, -5.16)  -0.12
C (2.27, 2.51, -0.92)  -0.95
C (2.69, -4.45, -4.02)  -0.51
C (1.65, -6.13, -2.62)  -0.21
H (-0.59, 0.33, 3.93)  0.25
H (1.18, -1.59, -2.81)  0.25
H (2.54, 0.21, 0.88)  0.19
H (3.23, 3.74, 2.38)  0.23
H (-3.58, 1.09, 0.97)  0.26
H (4.93, -3.01, -4.05)  -0.14
H (2.38, -1.34, -1.43)  0.26
H (2.46, 4.50, 0.93)  0.23
H (-1.90, 1.43, 3.41)  0.25
H (-2.54, -0.83, 2.56)  0.25
H (2.72, -4.41, -1.85)  0.19
H (0.18, -1.10, -7.42)  0.22
H (-1.23, 3.59, 1.90)  0.26
H (-2.30, -2.27, -1.55)  0.27
H (1.87, -0.06, -8.93)  0.23
H (0.39, 3.90, 2.61)  0.27
H (1.14, -2.69, -1.37)  0.26
H (0.68, -7.77, -3.66)  0.23
H (0.17, 3.76, 0.83)  0.25
H (4.23, 4.48, 1.12)  0.27
H (3.33, -1.86, -2.98)  -0.19
H (1.38, -6.96, -5.92)  0.23
H (0.90, -2.33, -5.39)  0.20
H (2.66, -4.84, -6.16)  0.22
H (-1.72, -2.86, 1.04)  0.27
H (2.55, 3.37, -1.55)  0.28
H (4.30, -0.26, -8.39)  0.23
H (1.27, 2.70, -0.49)  0.19
H (5.03, -1.47, -6.32)  0.23
H (1.76, 0.58, 3.27)  0.25
H (2.04, 2.32, 3.12)  0.26
H (2.25, 1.62, -1.58)  0.21
H (3.77, 0.71, 2.05)  0.27
H (1.37, -6.50, -1.62)  0.22
H (-3.46, 0.21, -1.59)  0.27
H (-0.47, 2.09, 4.26)  0.27

Computed properties:
HOMO (spin up / spin down) = -13.2953 / -13.2589 eV
Charge = +2
E_LUMO (spin up / spin down) = -9.73 / -9.77 eV
Energy = -2100.39651 a.u.
Gap between HOMO and LUMO (spin up / spin down) = 3.6 / 3.5 eV


(3)
A structure of composition C30H45BrFeN2P2 in a non-equilibrium geometry. Source: the OMol25 dataset; level of theory: ωB97M-V/def2-TZVPD.

Each line ends with the Löwdin spin population.
Element x y z (Å)
Br (2.27, 3.21, -0.16)  0.01
Fe (-0.92, -0.13, -0.05)  2.94
P (-0.16, -2.37, 0.20)  0.00
P (4.53, -0.71, 0.72)  0.60
N (-0.31, 0.33, 2.73)  0.01
N (-6.55, 4.93, -4.68)  -0.01
C (-6.33, 5.36, -3.45)  0.00
C (5.01, 1.03, 0.74)  0.08
C (-4.88, 3.19, -4.30)  0.00
C (-1.78, 1.61, -0.24)  -0.03
C (-2.98, 1.87, -2.38)  0.00
C (-5.86, 3.86, -5.08)  0.00
C (0.63, 2.26, -0.56)  0.04
C (3.51, -1.08, 2.17)  0.09
C (-5.40, 4.78, -2.57)  -0.01
C (-0.09, -2.78, -2.63)  0.00
C (-1.86, 1.42, -1.66)  -0.01
C (-2.82, -1.72, 1.04)  0.02
C (-1.41, -0.30, 4.80)  0.00
C (4.44, -1.77, 3.19)  0.03
C (-0.54, 1.93, 4.50)  0.00
C (4.00, -0.88, -1.03)  0.09
C (-0.14, -3.77, 1.38)  0.00
C (0.67, -2.96, -1.33)  0.00
C (-1.34, 1.03, 5.23)  0.00
C (4.98, -1.87, -1.68)  0.03
C (-0.55, 2.30, 0.23)  0.01
C (-0.79, -0.61, 3.58)  0.00
C (-1.33, -4.74, 1.34)  0.00
C (6.44, 1.18, 0.21)  0.02
C (-2.01, -2.14, -0.17)  0.02
C (-3.77, 2.93, -2.05)  -0.02
C (-0.01, 1.53, 3.26)  0.00
C (-4.69, 3.62, -2.95)  0.00
C (0.60, 1.35, -1.67)  0.02
C (-0.66, 0.97, -2.24)  0.00
H (0.96, -4.01, -1.18)  0.00
H (2.69, -1.74, 1.89)  0.00
H (4.91, 1.43, 1.76)  0.00
H (6.73, 2.23, 0.28)  0.00
H (2.95, -1.20, -1.08)  0.01
H (-2.17, -4.37, 1.92)  0.00
H (-6.88, 6.25, -3.13)  0.00
H (-4.31, 2.39, -4.78)  0.00
H (-1.99, -1.08, 5.29)  0.00
H (-3.74, 3.36, -1.05)  0.00
H (1.53, 1.13, -2.16)  0.00
H (-2.11, -1.38, -1.00)  0.00
H (4.98, -2.84, -1.17)  0.00
H (4.07, 0.11, -1.51)  0.01
H (1.60, -2.38, -1.33)  0.00
H (3.89, -2.49, 3.81)  0.00
H (0.81, -4.32, 1.21)  0.00
H (5.23, -2.32, 2.67)  0.01
H (0.59, -2.98, -3.47)  0.00
H (-0.05, -3.29, 2.37)  0.00
H (7.14, 0.59, 0.81)  0.00
H (-3.03, 1.41, -3.38)  0.00
H (-3.69, -1.14, 0.72)  0.00
H (-0.74, 0.59, -3.26)  0.00
H (-1.03, -5.70, 1.78)  0.00
H (-1.91, 1.36, 6.09)  0.00
H (-6.11, 3.55, -6.12)  0.00
H (-2.66, 1.51, 0.38)  0.00
H (-1.66, -4.94, 0.31)  0.00
H (-0.93, -3.48, -2.71)  0.00
H (4.71, -2.04, -2.73)  0.00
H (-2.26, -1.09, 1.73)  0.01
H (4.28, 1.57, 0.12)  0.02
H (-0.62, 2.98, 1.07)  0.00
H (3.10, -0.14, 2.55)  0.01
H (-2.35, -3.08, -0.61)  0.00
H (-3.15, -2.59, 1.60)  0.00
H (4.91, -1.05, 3.87)  0.00
H (6.01, -1.48, -1.66)  0.00
H (-0.70, -1.65, 3.30)  0.00
H (-0.39, 2.96, 4.81)  0.00
H (0.70, 2.17, 2.73)  0.00
H (-0.46, -1.75, -2.76)  0.00
H (6.52, 0.88, -0.84)  0.00
H (-5.25, 5.24, -1.60)  0.00

Computed properties:
Spin multiplicity = 5
HOMO (spin up / spin down) = -12.8311 / -12.5065 eV
Charge = +2
E_LUMO (spin up / spin down) = -5.67 / -8.37 eV
Energy = -5799.34356 a.u.
Gap between HOMO and LUMO (spin up / spin down) = 7.2 / 4.1 eV


(4)
A cluster of 3 separate species, C6H18O2 in total in a non-equilibrium geometry. Source: the OMol25 dataset; level of theory: ωB97M-V/def2-TZVPD.

Each line ends with the natural charge from an NBO analysis.
Element x y z (Å)
O (-0.64, 0.84, -2.24)  -0.84
O (-1.59, 3.19, -0.14)  -0.96
C (1.22, -0.09, 0.53)  -0.17
C (1.86, 0.24, 1.88)  -0.59
C (-0.88, -1.44, -0.46)  -0.37
C (-2.34, -1.00, -0.32)  -0.65
C (2.10, -0.51, -0.57)  -0.66
C (0.04, -1.08, 0.79)  -0.35
H (0.95, 0.60, 2.38)  0.21
H (2.47, 1.09, 1.87)  0.25
H (-0.75, 3.19, -0.51)  0.47
H (0.61, 0.84, 0.05)  0.29
H (-0.67, -0.68, 1.60)  0.24
H (3.16, -0.40, -0.14)  0.26
H (-2.48, 0.07, -0.12)  0.22
H (-1.74, 2.91, 0.81)  0.50
H (-0.42, -0.93, -1.30)  0.32
H (-0.87, 0.84, -1.35)  0.46
H (0.32, -2.13, 1.04)  0.34
H (-0.77, -2.52, -0.70)  0.26
H (2.29, 0.12, -1.47)  0.27
H (-0.13, 1.63, -2.35)  0.48
H (-2.99, -1.66, 0.40)  0.27
H (2.04, -1.48, -0.83)  0.23
H (-2.86, -1.04, -1.24)  0.28
H (2.07, -0.62, 2.37)  0.24

Computed properties:
Spin multiplicity = 2
HOMO (spin up / spin down) = -15.1967 / -15.1697 eV
Charge = +1
E_LUMO (spin up / spin down) = -3.11 / -10.06 eV
Energy = -389.41534 a.u.
Gap between HOMO and LUMO (spin up / spin down) = 12.1 / 5.1 eV


(5)
A structure of composition C30H25Cl3HgSSbSiTe. Source: the OMol25 dataset; level of theory: ωB97M-V/def2-TZVPD.

Each line ends with the natural charge from an NBO analysis.
Element x y z (Å)
Hg (-2.07, 1.36, 0.85)  0.99
Te (-0.44, 2.08, -1.67)  0.57
Sb (-1.70, -2.71, 0.45)  1.31
Cl (-5.22, 3.33, 1.73)  -0.35
Cl (-2.50, 5.20, 1.81)  -0.37
Cl (-3.48, 3.82, -0.98)  -0.40
S (-3.00, -0.72, 0.10)  -0.94
Si (-3.29, 3.45, 1.07)  0.72
C (0.75, 6.24, -1.23)  -0.20
C (-0.76, -4.13, -2.21)  -0.20
C (-1.16, -2.89, -1.74)  -0.27
C (0.97, 5.27, 0.96)  -0.14
C (2.17, -0.74, 1.38)  -0.20
C (0.53, 4.05, 0.46)  -0.27
C (2.56, -3.10, 1.19)  -0.22
C (1.71, 0.33, -2.85)  -0.24
C (-3.28, -2.02, 5.16)  -0.22
C (-3.56, -3.02, 2.98)  -0.25
C (1.07, 6.36, 0.12)  -0.22
C (2.96, -0.26, -2.99)  -0.19
C (-0.44, -3.19, -4.40)  -0.22
C (2.53, 1.59, -0.97)  -0.18
C (3.04, -1.82, 1.41)  -0.21
C (-1.21, -1.80, -2.60)  -0.27
C (1.21, -3.30, 0.92)  -0.17
C (3.78, 1.02, -1.14)  -0.22
C (0.33, 5.02, -1.73)  -0.23
C (-1.98, -1.67, 4.83)  -0.23
C (0.22, 3.91, -0.89)  -0.27
C (-0.85, -1.96, -3.93)  -0.21
C (0.83, -0.94, 1.09)  -0.24
C (-0.39, -4.28, -3.55)  -0.23
C (0.33, -2.22, 0.87)  -0.38
C (-1.46, -1.99, 3.57)  -0.21
C (1.50, 1.26, -1.83)  -0.28
C (4.00, 0.09, -2.15)  -0.21
C (-2.26, -2.65, 2.65)  -0.26
C (-4.07, -2.70, 4.24)  -0.20
H (-0.08, -5.25, -3.91)  0.21
H (-0.90, -1.11, -4.60)  0.21
H (0.91, 0.07, -3.53)  0.22
H (-3.67, -1.77, 6.13)  0.21
H (4.59, 1.29, -0.47)  0.21
H (2.54, 0.26, 1.57)  0.21
H (4.97, -0.36, -2.28)  0.22
H (1.39, 7.32, 0.51)  0.22
H (2.37, 2.30, -0.17)  0.21
H (0.85, -4.31, 0.76)  0.20
H (-0.16, -3.31, -5.44)  0.21
H (3.24, -3.95, 1.21)  0.21
H (-1.36, -1.15, 5.54)  0.21
H (0.08, 4.92, -2.78)  0.22
H (0.83, 7.09, -1.89)  0.22
H (0.45, 3.20, 1.13)  0.21
H (-4.19, -3.52, 2.26)  0.21
H (-5.08, -2.98, 4.50)  0.21
H (1.20, 5.36, 2.01)  0.21
H (-0.72, -4.99, -1.55)  0.20
H (-1.56, -0.84, -2.23)  0.22
H (-0.44, -1.73, 3.33)  0.21
H (3.11, -0.99, -3.78)  0.22
H (4.09, -1.66, 1.62)  0.21
H (0.16, -0.09, 1.06)  0.18

Computed properties:
Spin multiplicity = 2
HOMO (spin up / spin down) = -7.0515 / -8.1221 eV
E_LUMO (spin up / spin down) = -0.70 / -0.91 eV
Energy = -3888.19960 a.u.
Gap between HOMO and LUMO (spin up / spin down) = 6.4 / 7.2 eV


(6)
The ion C4H11N2S with charge +1 in a non-equilibrium geometry. Source: the OMol25 dataset; level of theory: ωB97M-V/def2-TZVPD.

Each line ends with the natural charge from an NBO analysis.
Element x y z (Å)
S (-0.36, -0.28, 1.33)  0.98
N (0.93, 1.73, -1.51)  -0.54
N (0.07, -0.20, -0.25)  -0.93
C (1.26, -1.11, 1.73)  -0.73
C (-1.65, -1.61, 1.30)  -0.76
C (-0.17, 1.27, -2.28)  -0.26
C (-0.27, 1.14, -0.87)  0.09
H (1.38, -1.80, 0.83)  0.27
H (-0.05, 0.38, -2.88)  0.26
H (1.65, 1.11, -1.50)  0.43
H (2.08, -0.39, 1.62)  0.25
H (-1.92, -2.03, 0.32)  0.27
H (-2.48, -1.09, 1.70)  0.24
H (-0.83, 1.81, -0.22)  0.23
H (1.30, -1.35, 2.76)  0.24
H (-1.31, -2.39, 2.05)  0.25
H (-0.74, 2.03, -2.85)  0.25
H (1.12, 2.79, -1.29)  0.46

Computed properties:
HOMO = -12.4603 eV
Charge = +1
E_LUMO = -3.09 eV
Energy = -666.32885 a.u.
Gap between HOMO and LUMO = 9.4 eV


(7)
A structure of composition C21H20ClCoF4N3O6. Source: the OMol25 dataset; level of theory: ωB97M-V/def2-TZVPD.

Each line ends with the natural charge from an NBO analysis.
Element x y z (Å)
Co (-0.55, 0.35, -0.19)  1.55
Cl (-2.29, 4.95, 0.63)  -0.08
F (-0.91, 2.71, 4.54)  -0.29
F (-0.69, 0.86, 2.63)  -0.26
F (3.36, 2.87, 1.22)  -0.30
F (3.13, 4.64, 3.17)  -0.30
O (-2.31, 1.49, 0.47)  -0.71
O (-3.61, -5.80, 0.89)  -0.74
O (-3.50, -1.64, -2.06)  -0.66
O (-2.42, -5.72, 2.81)  -0.76
O (-0.71, 2.41, -0.74)  -0.79
O (-1.83, -0.21, -1.66)  -0.85
N (1.05, -0.37, -1.71)  -0.49
N (-1.19, -1.44, 0.61)  -0.59
N (1.27, 0.88, 0.79)  -0.38
C (2.17, 3.71, 3.02)  0.31
C (-1.25, -3.32, 2.07)  -0.24
C (2.24, -0.58, -0.90)  -0.22
C (0.74, -1.55, -2.55)  -0.23
C (1.30, 1.79, 1.79)  0.00
C (-2.57, -1.22, -1.39)  0.75
C (-2.28, -3.89, 1.33)  -0.04
C (-2.18, -1.97, -0.11)  0.09
C (0.12, 2.75, 3.71)  0.34
C (-2.75, -3.19, 0.22)  -0.20
C (-2.75, 3.64, -0.50)  -0.45
C (1.09, 3.72, 3.88)  -0.29
C (1.12, 0.83, -2.58)  -0.24
C (-2.85, -5.29, 1.73)  0.73
C (-1.87, 2.43, -0.24)  0.74
C (2.48, 0.60, 0.04)  -0.28
C (0.22, 1.81, 2.70)  0.37
C (0.68, -2.87, -1.81)  -0.63
C (2.30, 2.78, 2.02)  0.37
C (-0.74, -2.10, 1.68)  0.02
C (2.24, 0.87, -3.61)  -0.64
H (2.78, 1.48, -0.52)  0.22
H (-0.22, -1.33, -3.02)  0.24
H (-3.80, 3.41, -0.31)  0.23
H (1.67, -3.28, -1.60)  0.19
H (3.30, 0.37, 0.72)  0.21
H (2.11, 0.14, -4.41)  0.21
H (0.15, 0.90, -3.06)  0.24
H (-0.89, -3.85, 2.93)  0.25
H (2.26, 1.85, -4.08)  0.22
H (0.07, -1.62, 2.22)  0.18
H (3.23, 0.71, -3.17)  0.19
H (3.14, -0.74, -1.50)  0.18
H (-2.60, 4.02, -1.51)  0.23
H (2.08, -1.48, -0.30)  0.22
H (1.01, 4.46, 4.66)  0.25
H (1.50, -1.63, -3.34)  0.16
H (1.18, 1.71, -1.94)  0.21
H (-3.53, -3.62, -0.39)  0.27
H (0.15, -3.60, -2.42)  0.23
H (0.14, -2.80, -0.87)  0.23

Computed properties:
Spin multiplicity = 5
HOMO (spin up / spin down) = -5.1505 / -5.1498 eV
Charge = -1
E_LUMO (spin up / spin down) = 1.92 / -0.76 eV
Energy = -3670.50341 a.u.
Gap between HOMO and LUMO (spin up / spin down) = 7.1 / 4.4 eV


(8)
An isolated molecule of C2H6S2 in a non-equilibrium geometry. Source: the OMol25 dataset; level of theory: ωB97M-V/def2-TZVPD.

Each line ends with the natural charge from an NBO analysis.
Element x y z (Å)
S (0.15, -0.18, -0.82)  -0.02
S (-0.78, 1.26, 0.83)  0.12
C (-1.51, -0.02, 1.92)  -0.72
C (1.58, -0.19, -1.91)  -0.75
H (-0.87, -0.42, 2.70)  0.22
H (1.33, -0.68, -2.86)  0.24
H (-1.99, 0.87, 2.41)  0.23
H (2.47, -0.72, -1.58)  0.21
H (1.81, 0.83, -2.18)  0.23
H (-2.18, -0.75, 1.48)  0.23

Computed properties:
HOMO = -8.3520 eV
E_LUMO = -0.77 eV
Energy = -876.09472 a.u.
Gap between HOMO and LUMO = 7.6 eV
SMILES string = CSSC